This record from the Open Molecules 2025 dataset describes C18H27F9K2O12Pb2 as an isolated structure in a non-equilibrium geometry. The level of theory is ωB97M-V with the def2-TZVPD basis set.

Positions of all 70 atoms, in Å:
Pb1 -4.63574 -1.81135 -16.50047
Pb2 -5.83788 -4.18396 -14.05982
K1 -5.58568 -6.91285 -17.05165
K2 -8.29521 -0.61896 -14.27659
O1 -2.01613 -2.22797 -16.36484
C1 -1.86057 -3.61411 -16.49176
C2 -3.09151 -4.61889 -16.79040
O2 -4.29944 -4.53053 -16.07717
H1 -1.23024 -3.89086 -15.64667
H2 -1.16844 -3.76030 -17.32104
H3 -2.79530 -5.66721 -16.75313
H4 -3.55038 -4.53302 -17.77537
O3 -6.98692 -2.61344 -15.88547
C3 -7.96454 -3.29709 -16.61068
C4 -8.46151 -4.71628 -16.15044
O4 -7.60256 -5.65120 -15.54206
H5 -7.57882 -3.36403 -17.62795
H6 -8.81848 -2.63774 -16.76604
H7 -8.92520 -5.24508 -16.98320
H8 -9.28181 -4.53783 -15.45519
O5 -4.47907 -1.74241 -13.88571
C5 -5.08854 -1.23228 -12.71389
C6 -6.02965 -2.13177 -11.72583
O6 -7.18374 -2.76112 -12.31057
H9 -5.65502 -0.34878 -13.00820
H10 -4.20619 -0.80394 -12.23844
H11 -6.24204 -1.51477 -10.85273
H12 -5.34206 -2.85576 -11.28860
C7 -10.42785 -4.42005 -12.57412
C8 -10.53251 -2.99743 -11.91640
O7 -11.78058 -2.42384 -12.04514
C9 -11.94285 -1.31356 -12.79852
O8 -11.06290 -0.71313 -13.38695
C10 -13.34619 -0.85888 -12.96941
F1 -13.69249 -1.26658 -14.13211
F2 -14.16533 -1.55357 -12.10862
F3 -13.37852 0.44547 -12.82125
H13 -11.07014 -5.19428 -12.15444
H14 -9.39527 -4.76617 -12.52844
H15 -10.64065 -4.28835 -13.63499
H16 -9.76431 -2.35370 -12.34485
H17 -10.19069 -2.97797 -10.88156
C11 -2.15977 -3.33029 -10.87278
C12 -1.59202 -3.67273 -12.28586
O9 -1.59052 -5.10355 -12.50290
C13 -2.68066 -5.75944 -12.81945
O10 -3.75522 -5.24620 -13.07969
C14 -2.52091 -7.30516 -12.75109
F4 -1.22834 -7.69362 -12.40574
F5 -3.34933 -7.79072 -11.83046
F6 -2.97377 -7.85875 -13.88915
H18 -2.03348 -2.28912 -10.57595
H19 -1.61092 -3.91317 -10.13311
H20 -3.22903 -3.54044 -10.89818
H21 -0.54030 -3.39756 -12.36503
H22 -2.22448 -3.20770 -13.04207
C15 -8.43618 -5.33852 -8.70261
C16 -7.38024 -5.51571 -9.72844
O11 -7.88431 -6.56540 -10.61916
C17 -7.29486 -6.76941 -11.79408
O12 -6.33040 -6.15001 -12.18682
C18 -7.91305 -7.90955 -12.62839
F7 -9.09909 -7.47094 -13.10689
F8 -7.09747 -8.32839 -13.56153
F9 -8.17893 -9.05732 -11.91795
H23 -8.44919 -6.07114 -7.89564
H24 -9.48657 -5.45589 -8.96910
H25 -8.29831 -4.40323 -8.16012
H26 -6.44799 -5.88139 -9.29800
H27 -7.17213 -4.58795 -10.26140

Properties
Frontier orbital gap, eV: 6.3335
Total energy, eV: -111273.93904
LUMO level, eV: -0.5
Net charge: 0

This record from the Open Molecules 2025 dataset describes a 3-piece molecular cluster, C2H12N2O2 overall. The level of theory is ωB97M-V with the def2-TZVPD basis set.

Positions of all 18 atoms, in Å:
N1 -0.01019 -2.02090 -0.93987
C1 1.18993 -1.45610 -0.34415
C2 1.53820 -0.08280 -0.88004
N2 0.54479 0.89585 -0.52265
H1 0.22775 -2.64924 -1.69072
H2 -0.65979 -2.42820 -0.29565
H3 2.04384 -2.12546 -0.45674
H4 1.05669 -1.30639 0.72792
H5 2.54352 0.16306 -0.50755
H6 1.67549 -0.09236 -1.96869
H7 -0.20304 0.65689 0.11617
H8 0.89824 1.80880 -0.30377
O1 -3.53939 2.14609 -1.38662
H9 -2.60569 1.92437 -1.47892
H10 -3.82077 1.62985 -0.61830
O2 -0.56675 1.26981 3.52123
H11 -0.67289 0.34394 3.24343
H12 0.36005 1.32281 3.78491

Properties
Frontier orbital gap, eV: 9.2493
Total energy, eV: -9343.28210
LUMO level, eV: 0.4
Net charge: 0
Structure (SMILES): NCCN.O.O

Q: Look up the frontier orbital gap of the first one.
A: 6.3335 eV

Q: The lowest frontier orbital gap belongs to which entry?
A: C18H27F9K2O12Pb2